{"formula": "C32H34CoF3NO2S2Sb", "method": "ωB97M-V with the def2-TZVPD basis set", "e_tot_ha": -4164.10776, "multiplicity": 4, "e_homo_ev": [-3.50, -3.68], "charge": -1, "e_above_lowest_kj_mol": 69.8, "lumo_energy_ev": [2.4678, 2.4650], "homo_lumo_gap_ev": [6.0, 6.1], "elements": ["Co", "O", "C", "C", "C", "C", "C", "C", "N", "H", "H", "H", "H", "H", "H", "H", "C", "C", "S", "C", "C", "S", "H", "H", "H", "H", "H", "H", "C", "C", "C", "C", "O", "H", "H", "H", "H", "H", "H", "H", "H", "H", "F", "C", "C", "C", "C", "C", "C", "Sb", "C", "C", "C", "C", "F", "C", "C", "C", "C", "C", "C", "F", "C", "C", "H", "H", "H", "H", "H", "H", "H", "H", "H", "H", "H", "H"], "coordinates": [[1.21159, 1.77743, 1.01317], [-0.51814, 3.07461, 1.97576], [-1.24432, 2.40551, 2.95611], [-0.80256, 0.97480, 3.16384], [-1.36145, 0.20603, 4.18462], [-0.87921, -1.06296, 4.41054], [0.16307, -1.54034, 3.62594], [0.65706, -0.72123, 2.63187], [0.16312, 0.49845, 2.38825], [-0.75926, 2.71993, 0.99544], [-2.32184, 2.41228, 2.74277], [-1.10445, 2.92238, 3.91087], [-2.15521, 0.62461, 4.79146], [-1.29576, -1.67339, 5.20312], [0.59700, -2.51884, 3.77807], [1.48343, -1.03129, 2.00763], [5.73604, 1.68626, 2.05059], [4.37555, 1.63859, 1.37630], [3.01041, 2.01852, 2.44213], [4.23234, 1.34978, 0.07723], [5.40026, 1.06481, -0.83391], [2.65396, 1.33188, -0.73202], [5.61620, 1.77261, 3.12972], [6.32762, 2.54541, 1.71821], [6.32478, 0.78707, 1.85244], [6.35118, 1.06143, -0.30256], [5.46120, 1.81620, -1.62770], [5.28449, 0.09828, -1.33523], [-1.94499, 3.96246, -0.91620], [-0.56376, 3.33746, -1.12823], [0.51761, 4.38351, -0.85976], [-0.44410, 2.86099, -2.57197], [-0.43822, 2.21616, -0.26280], [-2.15526, 4.72629, -1.67008], [-2.01006, 4.42870, 0.06988], [-2.71292, 3.18589, -0.98037], [0.35888, 5.26241, -1.49231], [1.50726, 3.97129, -1.06279], [0.48857, 4.70433, 0.18492], [-0.53238, 3.69968, -3.26923], [-1.23275, 2.13913, -2.80893], [0.52144, 2.37461, -2.72855], [-2.90943, -4.55074, -5.84383], [-2.34520, -3.74887, -4.90386], [-1.22559, -4.19027, -4.23650], [-0.66000, -3.36344, -3.26821], [-1.19963, -2.11336, -2.96020], [-2.32340, -1.70812, -3.68828], [-2.91135, -2.51722, -4.65367], [-0.28840, -0.68996, -1.55203], [-2.10272, -0.60621, -0.37740], [-2.34633, -1.26632, 0.82542], [-3.53754, -1.09416, 1.52779], [-4.48399, -0.23874, 1.01291], [-5.64823, -0.06228, 1.69015], [-4.28669, 0.45719, -0.16084], [-3.08861, 0.27345, -0.83697], [0.66180, -2.29946, -0.47255], [2.03531, -2.23383, -0.22505], [2.69516, -3.25068, 0.46278], [1.95871, -4.32958, 0.89939], [2.58464, -5.32485, 1.57680], [0.60175, -4.44710, 0.66909], [-0.03366, -3.42720, -0.02825], [-0.80831, -5.16125, -4.47033], [0.22081, -3.71802, -2.74555], [-2.77414, -0.73911, -3.50119], [-3.78745, -2.20458, -5.20653], [-1.60328, -1.93090, 1.24662], [-3.72482, -1.60741, 2.46239], [-5.04612, 1.14091, -0.51773], [-2.91653, 0.86375, -1.73106], [2.59439, -1.35557, -0.53804], [3.75625, -3.19843, 0.66856], [0.06851, -5.32222, 1.01754], [-1.09235, -3.52719, -0.23958]]}

{"formula": "C3H10N2O", "method": "ωB97M-V with the def2-TZVPD basis set", "e_tot_ha": -304.92893, "multiplicity": 1, "e_homo_ev": -8.63, "smiles": "[H]/N=C/N.CCO", "e_above_lowest_kj_mol": 382.6, "lumo_energy_ev": 0.8610, "homo_lumo_gap_ev": 9.5, "elements": ["C", "O", "C", "H", "H", "H", "H", "H", "N", "C", "N", "H", "H", "H", "H", "H"], "coordinates": [[-1.88314, 2.50848, -0.32515], [-1.77006, 3.43707, 0.83333], [-3.34661, 1.90502, -0.73213], [-1.19378, 2.79350, -1.13813], [-1.52337, 1.63822, 0.20463], [-3.94316, 2.13857, 0.07720], [-3.71243, 2.47920, -1.60138], [-3.37883, 0.77642, -0.91313], [3.01452, -4.12818, 0.42334], [3.69920, -2.95368, 0.11397], [3.18078, -1.85848, -0.11424], [2.07969, -4.27876, 0.00890], [3.21785, -4.51062, 1.37242], [4.55629, -2.96182, 0.70696], [-2.31718, 4.10344, 0.56698], [3.32020, -1.08838, 0.51644]]}

{"formula": "C14H16", "method": "ωB97M-V with the def2-TZVPD basis set", "e_tot_ha": -543.03236, "multiplicity": 1, "e_homo_ev": -8.84, "smiles": "Cc1ccccc1.Cc1ccccc1", "e_above_lowest_kj_mol": 106.3, "lumo_energy_ev": 0.9219, "homo_lumo_gap_ev": 9.8, "elements": ["C", "C", "C", "C", "C", "C", "C", "H", "H", "H", "H", "H", "H", "H", "H", "C", "C", "C", "C", "C", "C", "C", "H", "H", "H", "H", "H", "H", "H", "H"], "coordinates": [[-1.63706, -1.10416, -4.72192], [0.39282, 1.60491, -2.14448], [0.75211, 1.60581, -3.46533], [-0.61972, 0.80285, -1.58368], [0.02471, 0.86122, -4.39299], [-1.17678, -0.09009, -2.50024], [-0.90705, -0.04871, -3.88500], [0.99021, 2.15709, -1.41383], [1.51787, 2.27458, -3.85185], [-0.86698, 0.72665, -0.54232], [0.15373, 0.94694, -5.46574], [-1.90030, -0.84763, -2.21307], [-1.18628, -1.34144, -5.68734], [-2.67870, -0.82348, -4.85232], [-1.56212, -1.97859, -4.07805], [-0.49574, 0.66563, 5.05704], [1.60680, -1.42923, 1.93403], [0.28457, -1.74900, 2.22996], [2.06344, -0.20884, 2.42651], [-0.35564, -0.91455, 3.14431], [1.43141, 0.60025, 3.34147], [0.18389, 0.18201, 3.81354], [2.34087, -2.02552, 1.40018], [-0.23560, -2.66412, 1.93391], [3.00976, 0.11898, 1.99555], [-1.37710, -1.21016, 3.39755], [1.98883, 1.43785, 3.74239], [-0.00091, 0.18936, 5.92855], [-1.54828, 0.53427, 5.32076], [-0.19275, 1.72713, 5.13241]]}

{"formula": "C9H20NO8RbS2", "method": "ωB97M-V with the def2-TZVPD basis set", "e_tot_ha": -1831.82510, "multiplicity": 1, "e_homo_ev": -1.24, "charge": -2, "lumo_energy_ev": 4.0185, "homo_lumo_gap_ev": 5.3, "elements": ["Rb", "S", "O", "O", "O", "O", "S", "O", "O", "O", "O", "C", "C", "C", "C", "N", "C", "C", "C", "C", "C", "H", "H", "H", "H", "H", "H", "H", "H", "H", "H", "H", "H", "H", "H", "H", "H", "H", "H", "H", "H"], "coordinates": [[-0.91534, 2.08850, -1.93925], [0.78599, 2.95928, 0.16181], [1.15949, 2.02545, 1.22522], [1.05770, 2.34317, -1.16147], [-0.61497, 3.21913, 0.15668], [1.55900, 4.20915, 0.34473], [-1.29178, 0.62223, -4.11879], [-1.32143, 0.19581, -2.71634], [-0.77330, 2.01311, -4.13318], [-0.42054, -0.25035, -4.93068], [-2.63632, 0.68168, -4.76588], [1.92794, -2.32000, -2.00234], [1.15433, -1.03321, -2.28464], [0.10975, -0.74901, -1.24210], [0.78353, -0.30623, 0.09644], [-0.19323, -0.16011, 1.30078], [0.51294, 0.32506, 2.58561], [-0.32827, -0.15438, 3.82778], [-1.16571, -1.32633, 3.32014], [-0.88722, -1.48928, 1.82224], [-1.27732, 0.89658, 1.01335], [2.78291, -2.38514, -2.67531], [1.33245, -3.18429, -2.29642], [2.33110, -2.45041, -0.99807], [0.98635, -0.97155, -3.35985], [1.85865, -0.20260, -2.23865], [-0.48760, -1.63575, -1.03003], [-0.46888, 0.03779, -1.72608], [0.97617, 0.75562, -0.05674], [1.66251, -0.88213, 0.38599], [0.54975, 1.41422, 2.60736], [1.48026, -0.17184, 2.65975], [-0.84167, 0.68822, 4.29095], [0.41678, -0.43702, 4.57150], [-2.21793, -1.30437, 3.60375], [-0.97708, -2.20000, 3.94403], [-1.76865, -1.83316, 1.28101], [-0.11162, -2.23770, 1.65971], [-0.95577, 1.89407, 0.71384], [-1.90327, 0.83755, 1.90375], [-1.86964, 0.47834, 0.19951]]}